[1]
A cluster of 3 separate species, C21H40BrCl3N2O2Si in total in a non-equilibrium geometry, computed with the ωB97M-V functional and the def2-TZVPD basis.

Element x y z (Å)
C (2.219, 1.589, -6.170)
C (1.277, 2.822, -6.516)
Cl (1.801, 4.561, -6.247)
C (-0.002, 2.595, -7.086)
Cl (-1.105, 3.994, -7.541)
Si (-0.633, 0.808, -7.421)
Cl (-0.434, 0.200, -9.436)
Br (-2.860, 0.776, -6.853)
H (3.172, 1.990, -5.708)
H (2.504, 1.114, -7.172)
H (1.772, 0.854, -5.435)
H (0.018, -0.118, -6.484)
C (-2.233, -0.887, -0.363)
C (-1.359, -0.001, -1.290)
C (-0.664, 1.107, -0.472)
C (-1.579, 2.257, -0.071)
C (-2.328, 2.801, -1.282)
C (-3.089, 1.704, -2.053)
N (-2.215, 0.539, -2.392)
O (-1.392, 0.913, -3.404)
C (-4.303, 1.244, -1.213)
C (-3.737, 2.337, -3.305)
C (-0.258, -0.956, -1.804)
H (-3.107, -1.280, -0.888)
H (-1.688, -1.762, 0.000)
H (-2.575, -0.355, 0.527)
H (0.167, 1.524, -1.052)
H (-0.213, 0.678, 0.430)
H (-2.280, 1.935, 0.704)
H (-0.981, 3.059, 0.374)
H (-3.023, 3.580, -0.952)
H (-1.611, 3.298, -1.946)
H (-4.829, 0.420, -1.703)
H (-5.022, 2.059, -1.094)
H (-4.048, 0.929, -0.203)
H (-3.004, 2.815, -3.958)
H (-4.449, 3.116, -3.022)
H (-4.281, 1.589, -3.888)
H (-0.677, -1.765, -2.409)
H (0.273, -1.418, -0.964)
H (0.506, -0.445, -2.395)
C (0.968, 0.102, 4.758)
C (0.701, -1.298, 4.142)
C (0.621, -2.365, 5.254)
C (1.974, -2.769, 5.832)
C (2.948, -3.145, 4.719)
C (3.083, -2.042, 3.652)
N (1.760, -1.591, 3.129)
O (1.292, -2.554, 2.308)
C (3.862, -0.848, 4.253)
C (4.015, -2.552, 2.526)
C (-0.705, -1.177, 3.514)
H (1.549, 0.734, 4.082)
H (0.040, 0.646, 4.951)
H (1.490, 0.048, 5.715)
H (0.141, -3.268, 4.861)
H (-0.023, -2.012, 6.065)
H (2.383, -1.962, 6.446)
H (1.842, -3.624, 6.501)
H (3.925, -3.366, 5.159)
H (2.607, -4.078, 4.255)
H (3.921, -0.021, 3.540)
H (4.888, -1.139, 4.495)
H (3.439, -0.467, 5.180)
H (3.653, -3.475, 2.069)
H (5.010, -2.773, 2.919)
H (4.128, -1.799, 1.742)
H (-0.721, -0.443, 2.703)
H (-1.437, -0.851, 4.262)
H (-1.082, -2.126, 3.126)

* orbital gap (spin up / spin down): 0.3351 / 0.3393 hartree
* spin multiplicity: 3
* LUMO level (spin up / spin down): 0.234 / -0.227 eV

Table of natural (NBO) atomic charges, one value per atom, all in e: -0.683 0.038 -0.010 -0.504 -0.009 1.227 -0.356 -0.290 0.249 0.240 0.255 -0.155 -0.627 0.099 -0.409 -0.404 -0.419 0.106 -0.016 -0.369 -0.626 -0.605 -0.602 0.221 0.225 0.202 0.210 0.218 0.193 0.215 0.216 0.215 0.218 0.215 0.209 0.231 0.209 0.217 0.217 0.219 0.217 -0.625 0.099 -0.416 -0.401 -0.419 0.107 -0.019 -0.361 -0.626 -0.604 -0.595 0.222 0.217 0.205 0.213 0.217 0.194 0.217 0.217 0.215 0.217 0.216 0.209 0.228 0.210 0.216 0.213 0.209 0.225


[2]
A structure of composition C21H40BrN10OPrSi in a non-equilibrium geometry, computed with the ωB97M-V functional and the def2-TZVPD basis.

Element x y z (Å)
Pr (-0.185, -0.487, 0.781)
N (1.480, 1.468, -0.227)
C (2.595, 2.074, 0.501)
C (2.127, 2.921, 1.697)
C (1.515, 2.108, 2.803)
N (0.193, 1.584, 2.478)
H (1.865, 1.087, -1.070)
H (0.922, 2.255, -0.605)
H (3.159, 2.732, -0.154)
H (3.263, 1.262, 0.854)
H (1.470, 3.713, 1.351)
H (2.997, 3.363, 2.173)
H (1.466, 2.667, 3.724)
H (2.154, 1.198, 2.922)
H (-0.465, 2.331, 2.205)
H (-0.272, 1.328, 3.333)
C (1.054, -4.506, 1.041)
C (1.402, -3.657, -0.198)
C (2.343, -4.073, -1.096)
C (2.414, -3.378, -2.279)
C (1.696, -2.253, -2.549)
C (0.772, -1.766, -1.591)
N (0.665, -2.545, -0.441)
N (-0.012, -0.711, -1.649)
Si (-0.344, 0.300, -3.081)
C (0.863, 1.719, -3.267)
C (-2.072, 0.780, -2.695)
C (-0.505, -0.649, -4.711)
H (0.819, -3.888, 1.875)
H (1.933, -5.106, 1.305)
H (0.194, -5.177, 0.806)
H (2.913, -5.010, -1.028)
H (3.078, -3.719, -3.086)
H (1.714, -1.846, -3.512)
H (1.882, 1.411, -2.907)
H (0.646, 2.705, -2.762)
H (0.937, 2.030, -4.346)
H (-2.023, 1.260, -1.740)
H (-2.754, -0.039, -2.544)
H (-2.620, 1.486, -3.322)
H (0.483, -0.835, -5.267)
H (-1.094, -0.045, -5.403)
H (-1.085, -1.549, -4.599)
C (-5.482, 3.659, -0.718)
N (-4.297, 3.036, -0.134)
C (-4.287, 1.761, 0.543)
C (-2.826, 1.569, 0.823)
O (-2.356, 0.520, 1.276)
N (-2.119, 2.691, 0.526)
C (-3.056, 3.487, -0.141)
N (-2.593, 4.650, -0.689)
H (-6.052, 4.026, 0.154)
H (-6.141, 2.935, -1.222)
H (-5.165, 4.486, -1.363)
H (-4.548, 0.941, -0.183)
H (-4.889, 1.767, 1.436)
H (-1.636, 4.970, -0.468)
H (-3.114, 5.375, -1.162)
Br (5.608, -2.153, 0.931)
C (4.042, -2.129, 1.960)
C (3.901, -2.741, 3.209)
C (2.704, -2.684, 3.842)
C (1.669, -1.938, 3.292)
N (1.852, -1.224, 2.174)
C (2.982, -1.357, 1.474)
H (4.750, -3.312, 3.560)
H (2.637, -3.193, 4.820)
H (0.721, -1.820, 3.891)
H (3.050, -0.849, 0.508)
N (-1.859, -2.274, 2.004)
N (-2.083, -2.327, 0.587)
H (-1.921, -3.176, 2.488)
H (-2.630, -1.759, 2.434)
H (-3.046, -2.573, 0.294)
H (-1.398, -2.908, 0.132)

* orbital gap (spin up / spin down): 0.2786 / 0.2815 hartree
* total charge: +2
* spin multiplicity: 3
* LUMO level (spin up / spin down): -4.905 / -4.841 eV
* relative energy (zero: lowest compared OMol25 entry of this formula, charge and spin): 0.0 kcal per mole

Table of Mulliken atomic charges, one value per atom, all in e: 0.766 0.136 -0.526 -0.809 -0.535 -0.332 -0.089 0.090 0.486 0.219 0.281 0.397 0.444 0.136 0.166 0.349 -1.292 0.686 -0.942 -0.691 -0.958 0.733 0.147 0.383 -0.199 -1.103 -0.552 -1.204 0.116 0.408 0.294 0.497 0.413 0.499 0.446 0.309 0.458 -0.370 0.357 0.563 0.332 0.404 0.370 -0.955 0.074 -0.652 0.112 -0.397 -0.302 0.584 -0.394 0.363 0.302 0.310 0.337 0.457 0.219 0.182 -0.088 -0.712 -0.161 -0.802 -0.376 0.874 -0.248 0.482 0.422 0.327 0.558 -0.497 -0.287 0.282 0.224 0.252 0.230


[3]
A structure of composition C21H40F6N7O4S5SnTe, computed with the ωB97M-V functional and the def2-TZVPD basis.

Element x y z (Å)
Sn (0.669, -1.316, -0.563)
C (-3.289, -1.431, -1.099)
C (-3.171, -1.062, 0.381)
N (-2.036, -1.670, 1.026)
C (-2.086, -3.085, 1.304)
C (-1.800, -4.012, 0.103)
N (-0.915, -3.484, -0.936)
C (-1.382, -3.501, -2.315)
C (-1.712, -2.101, -2.884)
N (-2.085, -1.151, -1.860)
H (-3.508, -2.497, -1.186)
H (-4.171, -0.916, -1.510)
H (-3.049, 0.019, 0.472)
H (-4.131, -1.331, 0.864)
H (-1.758, -1.155, 1.851)
H (-1.340, -3.272, 2.072)
H (-3.063, -3.400, 1.718)
H (-1.383, -4.936, 0.514)
H (-2.742, -4.296, -0.375)
H (0.006, -3.901, -0.866)
H (-0.611, -3.931, -2.955)
H (-2.260, -4.153, -2.389)
H (-0.812, -1.712, -3.368)
H (-2.471, -2.238, -3.675)
H (-2.052, -0.194, -2.176)
C (-1.644, 3.517, 2.599)
C (-0.371, 2.687, 2.663)
S (0.198, 1.998, 1.096)
C (0.186, 3.453, 0.030)
C (-1.033, 3.672, -0.905)
S (-2.180, 2.281, -1.073)
C (-3.753, 2.998, -0.566)
C (-3.846, 3.574, 0.851)
S (-3.151, 2.578, 2.194)
H (-1.547, 4.316, 1.863)
H (-1.794, 3.997, 3.568)
H (-0.513, 1.816, 3.305)
H (0.415, 3.297, 3.119)
H (1.078, 3.370, -0.586)
H (0.320, 4.330, 0.667)
H (-0.661, 3.905, -1.902)
H (-1.610, 4.538, -0.576)
H (-4.451, 2.163, -0.671)
H (-4.077, 3.769, -1.271)
H (-4.903, 3.735, 1.075)
H (-3.378, 4.558, 0.890)
F (2.545, -3.367, 4.966)
C (2.990, -3.091, 3.739)
F (3.960, -2.187, 3.833)
F (3.510, -4.209, 3.231)
S (1.608, -2.474, 2.623)
O (1.339, -3.568, 1.734)
O (2.128, -1.265, 2.060)
N (0.336, -2.280, 3.536)
S (0.179, -1.101, 4.571)
O (1.413, -0.549, 5.052)
O (-0.883, -0.210, 4.191)
C (-0.525, -2.028, 6.025)
F (-0.038, -3.260, 6.134)
F (-0.223, -1.359, 7.144)
F (-1.855, -2.110, 5.941)
Te (2.400, -2.561, -2.176)
C (5.065, 0.534, -1.939)
C (4.474, 0.840, -0.577)
N (3.094, 1.311, -0.720)
C (2.433, 1.323, -1.931)
N (1.154, 1.129, -1.912)
C (0.444, 1.186, -3.176)
C (1.323, 0.758, -4.340)
C (2.586, 1.597, -4.351)
N (3.191, 1.627, -3.025)
C (4.640, 1.641, -2.889)
H (4.666, -0.416, -2.303)
H (6.152, 0.461, -1.874)
H (5.064, 1.622, -0.087)
H (4.483, -0.045, 0.060)
H (2.470, 1.019, 0.021)
H (0.027, 2.190, -3.351)
H (-0.413, 0.514, -3.111)
H (0.802, 0.860, -5.295)
H (1.598, -0.290, -4.196)
H (2.363, 2.620, -4.682)
H (3.318, 1.184, -5.048)
H (4.981, 2.614, -2.510)
H (5.068, 1.511, -3.883)

* orbital gap: 0.2119 hartree
* total charge: -1
* spin multiplicity: 1
* LUMO level: 2.053 eV
* relative energy (zero: lowest compared OMol25 entry of this formula, charge and spin): 14.0 kcal per mole

Table of Mulliken atomic charges, one value per atom, all in e: 1.435 -1.320 0.231 0.639 -0.519 -1.128 -0.090 -1.099 -0.159 0.369 0.364 0.477 -0.690 0.328 -0.067 0.106 0.232 0.500 0.406 0.497 0.475 0.259 -0.109 0.442 -0.124 -0.672 -0.499 0.458 -1.312 -1.140 0.246 -0.957 -0.798 -0.046 0.231 0.529 -0.124 0.411 0.304 0.690 0.585 0.582 0.282 0.543 0.456 0.317 -0.200 0.350 -0.227 -0.218 1.058 -0.700 -0.607 -0.288 0.955 -0.672 -0.688 0.522 -0.216 -0.244 -0.232 -0.896 -0.365 -0.515 0.078 -0.075 -0.097 -0.067 -0.784 -0.793 0.313 -0.829 -0.032 0.439 0.451 0.108 0.174 0.244 -0.489 0.534 0.060 0.232 0.476 0.272 0.428